# C72H72N6

A 13-piece molecular cluster, C72H72N6 overall in a non-equilibrium geometry (the ωB97M-V functional and the def2-TZVPD basis, OMol25).

* max |F|: 3.577 eV/Å
* total energy: -84768.4203 eV
* HOMO energy: -8.94 eV
* Kohn-Sham gap: 9.57 eV
* net charge: 0

Geometry (Å):
C (0.282582, 2.149810, 3.182476)
C (1.327925, 3.068282, 3.140719)
C (1.095157, 4.381766, 3.714204)
C (-0.031458, 4.634327, 4.403635)
C (-1.077501, 3.699554, 4.482284)
C (-0.910145, 2.540234, 3.823512)
H (0.493737, 1.154599, 2.763096)
H (2.293620, 2.840682, 2.697788)
H (1.926147, 5.045833, 3.651131)
H (-0.141984, 5.570534, 4.947168)
H (-2.046309, 3.907377, 5.020563)
H (-1.773947, 1.815691, 3.903087)
C (5.645976, -1.095390, -1.053207)
C (4.712115, -2.162752, -1.276279)
C (4.767703, -2.857815, -2.492545)
C (5.827816, -2.568378, -3.413330)
C (6.721341, -1.524015, -3.204614)
C (6.630760, -0.791930, -2.028802)
H (5.633387, -0.477824, -0.145713)
H (3.849051, -2.241090, -0.579081)
H (4.095658, -3.665594, -2.716976)
H (5.950659, -3.173732, -4.323985)
H (7.466405, -1.345113, -4.022309)
H (7.300008, -0.014359, -1.796024)
C (-3.997497, 0.552365, 1.948594)
C (-4.124666, -0.802676, 2.283272)
C (-5.389710, -1.214148, 2.761906)
C (-6.403279, -0.334128, 2.986439)
C (-6.250723, 1.012759, 2.663320)
C (-5.014634, 1.433079, 2.118122)
H (-3.192718, 1.001882, 1.388066)
H (-3.332838, -1.543615, 2.104721)
H (-5.437827, -2.240522, 3.062691)
H (-7.258897, -0.693503, 3.494302)
H (-7.061534, 1.726724, 2.751685)
H (-4.977583, 2.441338, 1.733869)
C (0.297482, -0.501187, 5.473999)
C (1.216945, -1.444194, 5.846977)
C (1.143554, -2.752243, 5.478161)
C (0.189986, -3.121875, 4.563347)
C (-0.742228, -2.216579, 4.104531)
C (-0.706379, -0.936125, 4.579477)
H (0.372712, 0.564861, 5.639901)
H (2.092192, -1.044486, 6.405155)
H (1.871077, -3.462673, 5.923633)
H (0.144634, -4.112336, 4.072316)
H (-1.523375, -2.419166, 3.431725)
H (-1.398335, -0.194031, 4.265294)
C (-4.060811, -1.306737, -5.346416)
C (-3.068374, -0.327911, -5.084638)
C (-2.178687, -0.449840, -4.028975)
C (-2.407167, -1.460501, -3.079844)
C (-3.424037, -2.343678, -3.248142)
C (-4.253074, -2.314578, -4.414291)
H (-4.645098, -1.262593, -6.271440)
H (-2.894630, 0.498600, -5.708132)
H (-1.317658, 0.258631, -3.894820)
H (-1.777710, -1.495532, -2.190832)
H (-3.599488, -3.199378, -2.495303)
H (-4.947208, -3.141995, -4.543524)
C (0.081866, 5.129986, -1.250185)
C (-0.799719, 4.594293, -0.312877)
C (-2.151223, 5.006028, -0.303246)
C (-2.598918, 5.850684, -1.309809)
C (-1.690148, 6.339132, -2.273672)
C (-0.380888, 5.991019, -2.242352)
H (1.158675, 4.981438, -1.171187)
H (-0.380740, 3.961753, 0.481811)
H (-2.815805, 4.614979, 0.447321)
H (-3.610583, 6.140664, -1.209883)
H (-2.015055, 7.048897, -3.006614)
H (0.247042, 6.318585, -3.060330)
C (1.094590, 2.209843, -3.178790)
C (2.071443, 3.056523, -3.732657)
C (3.346270, 2.611446, -3.962254)
C (3.676055, 1.301220, -3.770530)
C (2.723827, 0.451515, -3.283648)
C (1.472291, 0.915926, -2.942127)
H (0.165884, 2.684633, -2.949822)
H (1.846552, 4.072491, -3.882505)
H (3.999516, 3.239705, -4.508790)
H (4.600595, 0.867515, -4.129367)
H (2.968454, -0.577235, -3.163189)
H (0.689603, 0.203305, -2.535844)
N (-4.195226, -4.119091, 0.740913)
C (-4.663222, -5.335861, 0.447666)
C (-3.897642, -6.341451, -0.082970)
C (-2.532464, -6.197883, -0.075491)
C (-2.024233, -4.985336, 0.234874)
C (-2.876176, -3.979299, 0.645885)
H (-5.682651, -5.514306, 0.487316)
H (-4.368550, -7.300018, -0.462973)
H (-1.913730, -6.975420, -0.419113)
H (-0.982873, -4.704368, 0.110794)
H (-2.505584, -3.008714, 0.891065)
N (-6.025795, 2.362931, -2.175406)
C (-5.214018, 1.397584, -1.767503)
C (-5.613903, 0.129310, -1.317193)
C (-6.997725, -0.055188, -1.244840)
C (-7.842728, 0.908629, -1.726752)
C (-7.389403, 2.102121, -2.179402)
H (-4.135930, 1.660618, -1.735739)
H (-4.897531, -0.532512, -0.762116)
H (-7.329881, -1.102658, -1.084207)
H (-8.886026, 0.614483, -1.658331)
H (-7.993164, 2.963487, -2.424501)
N (6.143351, -0.043162, 2.569257)
C (6.708021, -1.211249, 2.909153)
C (6.059117, -2.212421, 3.540008)
C (4.785128, -1.984912, 3.996687)
C (4.153059, -0.766724, 3.783302)
C (4.965262, 0.175401, 3.058352)
H (7.750755, -1.446315, 2.667307)
H (6.595684, -3.161583, 3.758211)
H (4.116769, -2.692059, 4.485934)
H (3.164816, -0.522023, 4.177401)
H (4.571361, 1.166287, 2.890275)
N (-0.561471, -1.649230, 0.825640)
C (-0.848666, -0.477723, 0.286951)
C (0.133668, 0.540633, 0.007817)
C (1.402691, 0.269762, 0.459203)
C (1.669101, -0.962038, 1.028729)
C (0.657026, -1.827662, 1.240881)
H (-1.852884, -0.402355, -0.003496)
H (-0.172483, 1.433851, -0.511453)
H (2.197391, 0.985157, 0.338645)
H (2.603899, -1.175833, 1.457215)
H (0.839315, -2.800422, 1.737985)
N (3.154960, 3.983924, -0.215793)
C (3.367571, 4.782923, 0.826642)
C (4.377110, 4.671945, 1.760415)
C (5.340506, 3.742264, 1.511907)
C (5.195543, 2.880724, 0.433824)
C (4.039121, 2.990715, -0.375852)
H (2.623886, 5.569950, 0.928024)
H (4.353140, 5.205226, 2.709316)
H (6.140369, 3.672414, 2.204056)
H (5.997062, 2.164411, 0.227338)
H (3.902365, 2.296121, -1.203556)
N (1.056526, -3.669417, -1.970959)
C (1.024413, -2.710219, -2.933762)
C (0.815445, -2.996415, -4.244130)
C (0.530096, -4.315097, -4.588758)
C (0.564084, -5.273396, -3.617052)
C (0.853775, -4.925137, -2.322369)
H (1.303837, -1.680269, -2.698217)
H (0.904606, -2.146143, -5.006391)
H (0.228638, -4.542284, -5.593270)
H (0.547486, -6.386063, -3.725401)
H (0.886322, -5.597596, -1.453348)

Cartesian forces, eV/Å:
C 1.06 0.46 -0.01
C -1.29 1.31 0.62
C 1.69 -2.78 -1.20
C -1.47 1.02 1.21
C -0.53 1.60 0.56
C -1.40 -3.27 -0.39
H -0.70 0.45 0.31
H -0.19 -0.01 -0.05
H 0.23 0.74 0.13
H 0.05 0.00 -0.22
H 1.34 -0.14 -0.62
H 1.12 0.70 -0.38
C 0.04 -0.74 -1.02
C 0.06 1.75 -0.20
C 1.80 0.56 -0.04
C -1.00 -0.44 0.34
C 0.15 -0.45 -0.78
C -1.42 -0.98 0.92
H -0.18 -0.44 -0.31
H 0.81 -0.40 -0.53
H -0.31 -0.11 0.01
H -0.30 0.29 0.47
H -0.59 0.09 1.14
H 0.80 0.92 0.03
C 0.95 -0.66 -0.72
C -0.92 0.38 -0.29
C 2.68 -0.50 0.01
C -0.04 1.24 0.09
C 0.91 -0.06 -0.49
C -2.87 0.30 0.59
H 0.83 -0.52 0.21
H -0.37 0.53 0.14
H -0.45 -0.47 0.00
H -1.02 -0.18 0.16
H 0.02 -0.12 0.17
H 0.37 0.15 0.08
C -1.16 -0.49 -1.94
C 1.75 2.18 1.65
C 0.91 -1.47 0.22
C -0.52 -1.70 -1.18
C 0.20 0.79 0.89
C 0.88 1.14 1.22
H 0.17 -0.10 0.48
H -0.65 -0.74 -0.02
H -0.54 0.41 -0.67
H 0.25 0.35 0.82
H -0.61 -0.80 -0.94
H -0.71 0.26 -0.42
C 0.27 0.44 0.34
C 0.25 -1.19 0.40
C -0.01 0.22 0.56
C 1.01 0.97 0.29
C -1.72 -2.34 0.06
C 1.09 -0.06 0.86
H 0.14 0.06 0.45
H -0.13 0.82 -1.15
H -1.08 -0.67 -0.21
H -0.04 -0.21 -0.20
H 0.33 1.57 -1.16
H -0.08 0.37 -0.15
C 0.30 0.12 0.24
C 0.20 0.55 0.39
C 1.25 -0.59 -0.81
C 1.31 -0.16 0.53
C -1.89 0.13 0.67
C 0.60 -0.73 -0.13
H -0.29 -0.52 -0.04
H -0.34 0.18 -0.29
H -0.22 0.03 0.15
H -0.91 0.52 -0.55
H -0.34 0.15 -0.39
H 0.33 0.20 0.26
C 1.58 1.37 -0.57
C -0.59 -0.82 1.13
C -0.23 0.35 -0.98
C 0.45 -0.85 -0.51
C -0.14 -0.29 0.46
C -2.22 -1.58 0.63
H -0.73 -0.33 0.23
H -0.35 1.14 -0.35
H 0.83 0.72 -0.09
H 0.24 0.25 0.23
H 0.15 -0.68 0.13
H 1.15 0.88 -0.47
N -0.08 -0.57 0.63
C 0.98 0.61 -1.02
C -0.63 -2.14 0.03
C -0.42 -0.24 -0.82
C 1.14 1.55 0.42
C -0.78 0.19 -0.10
H -2.03 0.11 0.31
H 0.55 1.29 0.72
H 0.75 -0.90 -0.40
H 0.05 -0.32 0.18
H 0.46 0.41 -0.04
N -1.64 -0.35 -0.22
C 0.90 0.01 0.30
C -0.25 0.69 1.40
C 2.01 -2.28 -0.94
C -1.87 -0.94 0.38
C 2.93 1.10 0.47
H -0.70 -0.15 -0.18
H -0.73 0.44 -1.12
H -0.18 1.03 0.54
H -0.16 0.62 -0.33
H -0.25 -0.21 -0.27
N 1.74 -0.35 0.23
C 1.17 -0.04 -0.97
C 0.36 -1.77 1.15
C -2.73 0.30 0.38
C 2.20 0.79 -0.80
C -2.81 -0.03 0.98
H -0.29 0.72 -0.42
H -0.55 0.79 -0.23
H 0.73 -0.48 0.08
H 0.35 -0.09 -0.28
H -0.24 0.24 -0.22
N -1.61 0.56 0.12
C 2.11 0.90 -0.78
C -1.86 -1.70 0.77
C 0.28 0.20 -0.60
C 0.17 1.25 0.41
C 0.65 -2.59 0.58
H -1.34 0.58 -0.54
H 0.14 0.26 0.11
H 0.20 0.23 -0.10
H 1.26 -0.22 0.23
H 0.08 0.63 -0.29
N 0.65 -0.61 0.15
C -1.25 0.75 -0.01
C -0.67 0.20 0.26
C -0.02 -0.72 -0.26
C -0.21 -0.08 -0.57
C 1.27 0.19 0.40
H -0.01 0.00 0.13
H 0.11 0.33 -0.47
H 0.86 -0.34 0.33
H -0.56 0.04 -0.01
H -0.18 0.16 0.10
N 0.08 1.68 0.01
C 0.93 -0.47 1.19
C -0.21 0.98 -1.89
C -0.26 0.52 -0.59
C 0.47 -2.67 0.42
C -0.04 1.17 1.26
H -0.29 -0.53 0.57
H -0.39 -1.50 1.08
H 0.21 -0.25 -0.38
H -0.56 1.13 -0.77
H 0.03 -0.22 -0.77